DFT (ωB97M-V with the def2-TZVPD basis set) results for a structure of composition C31H31BN5O2Se4Ti.

Computed properties:
Spin multiplicity = 3
Total charge = +1
DFT total energy = -329369.5713 eV
Orbital gap (alpha / beta) = 0.2439 / 0.1976 Eh
HOMO level (alpha / beta) = -9.78 / -10.28 eV

```
75
Properties=species:S:1:pos:R:3:forces:R:3:mulliken_charge:R:1
Ti -0.599 -0.981 -0.552 0.017 -0.500 0.010 -1.604
C 1.427 -0.760 4.300 0.041 -0.031 -0.002 -1.049
Se -0.232 -0.147 3.505 -0.091 -0.008 0.038 0.283
C -0.045 1.718 4.050 0.079 -0.005 0.004 -0.843
C -1.341 2.480 3.877 -0.054 0.045 0.002 -0.961
Se -1.984 2.449 2.027 0.030 0.062 0.084 0.273
C -3.681 3.318 2.403 -0.021 0.025 -0.016 -1.176
H 1.345 -0.797 5.383 -0.001 0.013 -0.001 0.391
H 2.235 -0.095 4.004 0.016 0.010 -0.015 0.287
H 1.627 -1.759 3.916 -0.011 0.005 0.013 0.295
H 0.769 2.163 3.474 -0.026 -0.005 -0.041 0.250
H 0.234 1.720 5.104 0.014 -0.007 -0.021 0.525
H -1.192 3.523 4.157 -0.019 0.004 -0.021 0.500
H -2.124 2.058 4.508 -0.001 -0.022 -0.025 0.446
H -4.277 2.716 3.085 0.010 -0.005 0.006 0.328
H -4.209 3.426 1.458 0.001 -0.007 -0.001 0.344
H -3.512 4.305 2.827 0.012 -0.008 0.003 0.350
C 3.354 2.618 1.532 0.036 -0.008 0.030 -0.869
C 3.124 1.250 1.571 -0.019 -0.015 0.006 -1.495
C 1.995 0.715 0.972 -0.086 0.048 -0.021 -0.127
C 1.101 1.538 0.288 0.158 0.109 0.048 -0.253
C 1.319 2.916 0.274 0.030 -0.071 0.007 -0.471
C 2.440 3.444 0.895 -0.020 0.018 -0.012 -0.744
N -0.026 0.967 -0.378 -0.079 0.103 -0.069 2.921
N -0.709 1.861 -1.058 0.070 0.006 0.032 -0.830
C -1.889 1.417 -1.567 0.086 0.183 -0.149 -0.267
C -2.665 2.310 -2.325 -0.113 -0.113 0.097 -0.674
C -3.870 1.874 -2.818 0.031 0.001 0.002 -0.553
C -4.282 0.559 -2.563 0.008 -0.024 0.015 -0.975
C -3.455 -0.266 -1.838 -0.054 -0.031 -0.002 -0.624
N -2.275 0.147 -1.345 0.104 0.016 0.036 1.097
H 4.236 3.036 1.999 0.000 -0.002 -0.005 0.445
H 3.828 0.590 2.061 -0.007 -0.002 0.026 0.564
H 1.812 -0.349 1.056 -0.015 -0.034 -0.011 0.860
H 0.615 3.564 -0.223 -0.002 -0.013 -0.001 0.434
H 2.603 4.514 0.871 -0.002 0.001 0.003 0.438
H -2.291 3.310 -2.487 -0.003 0.014 0.006 0.610
H -4.495 2.538 -3.400 -0.005 -0.002 -0.003 0.463
H -5.224 0.183 -2.932 -0.005 0.003 -0.006 0.485
H -3.715 -1.299 -1.639 -0.010 0.014 -0.001 0.494
Se -1.494 -3.359 -1.552 0.000 0.044 -0.045 0.035
Se 0.161 -3.028 0.911 -0.022 0.048 0.006 0.002
C -1.550 -2.628 1.632 0.054 0.013 -0.054 0.092
C -2.264 -3.326 2.587 0.045 0.006 -0.013 -0.980
C -3.480 -2.799 2.997 -0.033 0.035 0.006 -0.362
C -3.935 -1.613 2.441 0.016 -0.017 -0.004 -1.112
C -3.167 -0.987 1.474 -0.003 0.008 0.036 -0.253
N -1.999 -1.492 1.076 -0.136 0.011 0.015 1.345
C -0.784 -2.427 -3.052 -0.082 0.004 0.039 0.200
C -0.733 -2.899 -4.355 0.015 0.000 0.027 -0.814
C -0.281 -2.037 -5.340 0.008 0.046 -0.009 -0.318
C 0.114 -0.748 -4.999 -0.004 -0.035 0.002 -1.034
C 0.057 -0.361 -3.676 -0.046 0.025 -0.007 -0.266
N -0.391 -1.189 -2.727 0.130 -0.033 -0.018 0.606
H -1.869 -4.242 3.002 0.000 -0.008 -0.007 0.529
H -4.065 -3.308 3.751 0.000 -0.002 0.002 0.442
H -4.873 -1.173 2.748 -0.001 0.000 0.009 0.504
H -3.469 -0.053 1.020 -0.009 -0.036 -0.003 0.411
H -1.046 -3.908 -4.579 -0.002 -0.005 0.011 0.523
H -0.238 -2.368 -6.369 0.014 -0.001 -0.004 0.422
H 0.474 -0.055 -5.745 -0.007 0.002 -0.011 0.495
H 0.380 0.619 -3.347 -0.001 -0.009 0.002 0.498
O 2.287 -0.457 -1.902 0.079 0.050 -0.039 -0.007
B 1.610 -1.335 -1.058 -0.197 0.189 -0.019 1.589
O 2.478 -2.326 -0.618 0.059 -0.112 0.057 -0.744
C 3.714 -2.026 -1.156 0.045 0.096 -0.086 0.956
C 4.911 -2.686 -0.996 -0.066 -0.007 0.002 -1.263
C 6.008 -2.138 -1.654 0.036 0.017 -0.022 -0.518
C 5.893 -0.986 -2.427 0.040 -0.015 0.011 -0.625
C 4.675 -0.331 -2.582 -0.084 -0.005 -0.004 -1.131
C 3.596 -0.885 -1.930 0.045 -0.086 0.068 0.293
H 4.990 -3.582 -0.395 -0.003 0.003 0.013 0.524
H 6.973 -2.617 -1.560 0.001 -0.002 0.000 0.423
H 6.771 -0.590 -2.918 0.002 0.001 -0.005 0.424
H 4.575 0.566 -3.179 0.006 0.008 -0.003 0.543
```
Forces are in eV/Å.